Record 1
Molecular formula: C39H64BNiO19
Method: DFT, the ωB97M-V functional and the def2-TZVPD basis

The geometry in XYZ format:
```
124
C39H64BNiO19, DFT the ωB97M-V functional and the def2-TZVPD basis
Ni -9.790 -8.859 17.291
B -8.029 -7.176 17.054
H -7.470 -7.352 17.969
H -7.595 -7.818 16.253
H -9.892 -6.153 17.676
H -8.132 -5.890 16.729
C -5.300 -5.640 18.831
C -5.863 -5.992 20.184
O -6.317 -5.216 20.968
C -5.840 -7.440 20.561
H -4.403 -6.264 18.651
H -5.098 -4.581 18.715
H -6.017 -5.933 18.066
H -6.397 -7.591 21.489
H -4.789 -7.727 20.710
H -6.241 -8.060 19.753
O -6.701 -11.446 14.592
C -7.472 -12.353 14.427
O -8.137 -12.932 15.440
C -8.886 -14.047 14.984
C -9.113 -13.918 13.443
C -7.893 -13.078 13.107
H -9.756 -14.126 15.626
H -8.270 -14.920 15.190
H -10.058 -13.448 13.168
H -9.048 -14.879 12.941
H -8.049 -12.381 12.284
H -7.068 -13.751 12.825
O -9.899 -8.876 19.325
C -9.947 -8.652 20.506
O -9.961 -7.450 21.127
C -9.935 -7.540 22.547
C -10.273 -8.990 22.853
C -9.889 -9.721 21.573
H -10.663 -6.829 22.935
H -8.948 -7.244 22.894
H -11.352 -9.097 22.987
H -9.798 -9.431 23.736
H -10.496 -10.605 21.387
H -8.840 -10.040 21.586
O -11.603 -7.685 17.450
C -12.805 -7.597 17.470
O -13.648 -8.652 17.309
C -15.002 -8.221 17.243
C -14.987 -6.880 18.004
C -13.582 -6.346 17.839
H -15.667 -8.972 17.668
H -15.210 -8.112 16.173
H -15.072 -7.087 19.060
H -15.806 -6.205 17.729
H -13.157 -5.932 18.757
H -13.419 -5.598 17.060
O -10.111 -9.365 15.174
C -9.708 -9.278 14.042
O -10.215 -10.053 13.096
C -9.694 -9.804 11.839
C -8.361 -9.082 12.012
C -8.558 -8.394 13.350
H -10.440 -9.183 11.330
H -9.639 -10.734 11.246
H -8.174 -8.345 11.231
H -7.551 -9.806 12.048
H -8.773 -7.335 13.189
H -7.759 -8.502 14.089
O -15.797 -12.346 12.082
C -14.911 -11.960 12.757
O -14.028 -12.717 13.403
C -13.018 -11.963 14.108
C -13.610 -10.494 14.182
C -14.562 -10.468 13.051
H -12.195 -11.992 13.383
H -12.754 -12.423 15.080
H -12.812 -9.750 14.148
H -14.128 -10.475 15.152
H -14.083 -9.990 12.185
H -15.501 -9.952 13.248
O -11.127 -10.411 17.426
C -11.654 -11.450 17.617
O -11.029 -12.673 17.612
C -11.967 -13.742 17.975
C -13.399 -13.185 17.815
C -13.089 -11.679 17.916
H -11.800 -13.914 19.050
H -11.753 -14.644 17.371
H -14.069 -13.565 18.577
H -13.836 -13.473 16.854
H -13.208 -11.335 18.954
H -13.766 -11.056 17.334
O -2.596 -10.192 17.067
C -3.416 -9.578 16.518
O -4.085 -8.567 17.126
C -5.110 -8.066 16.189
C -4.704 -8.490 14.780
C -3.804 -9.684 15.014
H -5.297 -7.001 16.321
H -6.023 -8.591 16.430
H -4.092 -7.686 14.346
H -5.593 -8.698 14.171
H -2.843 -9.727 14.512
H -4.276 -10.657 14.923
O -10.773 -3.256 12.528
C -10.784 -3.888 13.561
O -10.873 -5.201 13.669
C -10.839 -5.662 15.060
C -10.139 -4.497 15.733
C -10.627 -3.285 14.989
H -10.316 -6.622 15.070
H -11.874 -5.822 15.377
H -9.072 -4.640 15.638
H -10.330 -4.505 16.800
H -9.886 -2.495 15.059
H -11.548 -2.882 15.399
O -8.205 -10.259 17.440
C -7.465 -10.849 18.177
O -7.728 -11.002 19.521
C -6.631 -11.751 20.160
C -5.446 -11.662 19.177
C -6.175 -11.514 17.879
H -6.965 -12.774 20.311
H -6.387 -11.285 21.115
H -4.828 -12.563 19.201
H -4.773 -10.823 19.359
H -6.393 -12.475 17.389
H -5.699 -10.886 17.120
```

frontier orbital gap (alpha / beta) = 8.45 / 7.61 eV
calculated total energy = -4486.90248 Eh
2S+1 = 3
lowest unoccupied orbital energy (alpha / beta) = -2.13 / -2.51 eV
charge = +1
expectation value of S² = 2.2467

***

Record 2
Molecular formula: C39H64BrN7O8SSiTi
Method: DFT, the ωB97M-V functional and the def2-TZVPD basis

The geometry in XYZ format:
```
122
C39H64BrN7O8SSiTi, DFT the ωB97M-V functional and the def2-TZVPD basis
Ti 0.595 0.585 0.967
C -4.265 -1.845 6.887
C -4.501 -0.476 6.234
C -5.979 -0.367 5.858
C -4.165 0.637 7.239
C -3.588 -0.325 5.022
C -2.214 -0.503 5.160
C -1.384 -0.329 4.078
Br 0.458 -0.653 4.359
C -1.859 0.036 2.806
O -0.927 0.277 1.825
C -3.248 0.139 2.621
C -4.052 -0.022 3.755
C -4.024 0.342 1.311
C -3.147 0.450 0.073
C -4.879 1.615 1.404
C -4.945 -0.872 1.100
H -4.940 -1.969 7.735
H -3.246 -1.953 7.261
H -4.458 -2.654 6.179
H -6.589 -0.515 6.749
H -6.270 -1.128 5.131
H -6.227 0.617 5.454
H -4.810 0.555 8.115
H -4.317 1.623 6.796
H -3.130 0.571 7.579
H -1.781 -0.777 6.112
H -5.118 0.080 3.617
H -2.486 1.311 0.110
H -3.783 0.546 -0.809
H -2.528 -0.438 -0.058
H -4.265 2.488 1.643
H -5.652 1.544 2.168
H -5.374 1.799 0.449
H -4.359 -1.791 1.023
H -5.504 -0.747 0.171
H -5.665 -0.999 1.908
O 7.279 -1.035 0.044
C 6.856 0.236 -0.388
C 5.362 0.318 -0.262
C 4.687 1.489 -0.587
C 3.316 1.536 -0.447
N 2.607 0.484 -0.030
C 3.245 -0.667 0.215
C 4.619 -0.781 0.148
C 2.356 -1.789 0.589
C 2.798 -3.090 0.716
C 1.889 -4.092 1.028
C 2.326 -5.520 1.156
O 3.695 -5.607 0.843
C 0.554 -3.741 1.218
C 0.188 -2.421 1.123
N 1.070 -1.455 0.812
H 8.238 -1.095 -0.015
H 7.118 0.416 -1.438
H 7.305 1.040 0.206
H 5.220 2.363 -0.940
H 2.750 2.427 -0.689
H 5.128 -1.701 0.390
H 3.832 -3.350 0.551
H 1.713 -6.130 0.483
H 2.120 -5.851 2.180
H 3.999 -6.513 0.959
H -0.194 -4.485 1.456
H -0.830 -2.104 1.298
N -1.275 3.325 0.965
N -0.394 4.262 1.492
C 0.739 3.874 2.080
N 1.447 4.775 2.740
N 1.091 2.574 1.924
N 2.130 2.073 2.632
O 2.896 2.697 3.313
O 2.198 0.840 2.470
H -1.359 3.435 -0.040
H -2.180 3.399 1.413
H -0.639 5.244 1.511
H 1.080 5.702 2.888
H 2.325 4.520 3.168
C -1.805 -1.371 -3.061
C -1.598 -0.330 -4.154
C -2.675 0.742 -4.099
C -1.555 -0.992 -5.520
O -0.335 0.360 -3.981
Si 0.869 0.406 -2.916
S -0.092 1.165 -1.094
O 1.978 1.497 -3.350
C 1.888 2.732 -4.107
C 1.731 2.392 -5.580
C 0.714 3.564 -3.609
C 3.203 3.451 -3.852
O 1.574 -1.010 -2.575
C 2.306 -1.889 -3.489
C 1.586 -3.226 -3.472
C 2.356 -1.311 -4.899
C 3.716 -2.029 -2.941
H -2.745 -1.898 -3.232
H -1.850 -0.900 -2.081
H -0.996 -2.102 -3.063
H -3.663 0.303 -4.245
H -2.508 1.483 -4.882
H -2.654 1.245 -3.130
H -2.520 -1.445 -5.748
H -0.796 -1.777 -5.550
H -1.329 -0.256 -6.292
H 0.798 1.854 -5.754
H 2.564 1.774 -5.919
H 1.722 3.306 -6.175
H -0.230 3.034 -3.756
H 0.667 4.503 -4.162
H 0.834 3.795 -2.548
H 4.041 2.832 -4.177
H 3.318 3.667 -2.787
H 3.236 4.392 -4.400
H 0.603 -3.148 -3.938
H 1.464 -3.576 -2.445
H 2.163 -3.971 -4.023
H 1.357 -1.100 -5.284
H 2.828 -2.032 -5.566
H 2.944 -0.393 -4.921
H 3.716 -2.584 -2.003
H 4.153 -1.041 -2.778
H 4.339 -2.571 -3.653
```

frontier orbital gap = 6.93 eV
calculated total energy = -6620.65236 Eh
energy relative to the best compared isomer or geometry (same formula, charge and spin) = 0.0 kJ/mol
lowest unoccupied orbital energy = -6.14 eV
charge = +2

***

Record 3
Molecular formula: C39H65MoN4O2SSbSe5
Method: DFT, the ωB97M-V functional and the def2-TZVPD basis

The geometry in XYZ format:
```
118
C39H65MoN4O2SSbSe5, DFT the ωB97M-V functional and the def2-TZVPD basis
Mo 0.354 -0.531 -2.771
C 0.137 -3.924 4.331
C 0.298 -4.870 3.143
C -0.965 -5.740 3.047
C 1.519 -5.767 3.397
C 0.482 -4.107 1.826
C 0.525 -2.724 1.763
C 0.617 -2.080 0.534
Se 0.650 -0.147 0.467
C -1.261 0.088 0.475
C -1.921 0.230 1.688
C -3.305 0.384 1.720
C -3.956 0.445 0.495
C -3.335 0.325 -0.750
C -1.951 0.108 -0.741
O -1.250 -0.100 -1.880
C -4.240 0.436 -2.001
C -3.508 0.264 -3.333
C -5.329 -0.648 -1.930
C -4.903 1.822 -2.005
C -4.111 0.472 3.018
C -5.149 -0.660 3.045
C -3.222 0.337 4.251
C -4.833 1.828 3.084
C 0.669 -2.811 -0.658
O 0.677 -2.123 -1.833
C 0.731 -4.213 -0.625
C 0.615 -4.811 0.625
C 0.931 -5.038 -1.905
C 1.021 -6.537 -1.601
C -0.249 -4.829 -2.866
C 2.244 -4.611 -2.577
H -0.008 -4.509 5.243
H 1.026 -3.300 4.472
H -0.733 -3.271 4.208
H -1.140 -6.262 3.996
H -1.841 -5.122 2.826
H -0.876 -6.494 2.259
H 1.404 -6.303 4.346
H 1.646 -6.509 2.603
H 2.433 -5.166 3.449
H 0.473 -2.118 2.658
H -1.333 0.199 2.598
H -5.034 0.590 0.499
H -3.038 -0.709 -3.421
H -4.238 0.357 -4.147
H -2.739 1.021 -3.488
H -4.875 -1.643 -1.893
H -5.970 -0.537 -1.050
H -5.966 -0.594 -2.820
H -4.144 2.612 -2.042
H -5.545 1.926 -2.888
H -5.519 1.986 -1.116
H -4.659 -1.634 2.949
H -5.705 -0.643 3.990
H -5.871 -0.564 2.227
H -2.693 -0.622 4.262
H -2.480 1.142 4.305
H -3.839 0.391 5.152
H -5.513 1.961 2.236
H -5.422 1.903 4.006
H -4.108 2.649 3.069
H 0.631 -5.895 0.673
H 0.094 -6.920 -1.158
H 1.195 -7.078 -2.535
H 1.852 -6.762 -0.923
H -1.193 -5.092 -2.379
H -0.318 -3.806 -3.208
H -0.124 -5.467 -3.748
H 3.083 -4.727 -1.886
H 2.431 -5.234 -3.458
H 2.219 -3.576 -2.903
Se 5.071 -0.007 -6.119
Sb 3.438 1.303 -4.927
Se 2.680 -0.237 -2.934
Se -0.143 0.244 -4.868
Se 4.389 3.338 -3.911
C -0.616 4.900 -1.960
C -0.878 3.385 -2.201
N 0.338 2.624 -1.936
C 1.388 2.972 -2.909
C 1.607 4.498 -2.961
N 0.874 5.078 -1.767
C 1.342 4.376 -0.509
C 0.832 2.918 -0.583
H -1.110 5.269 -1.064
H -0.919 5.509 -2.807
H -1.178 3.192 -3.230
H -1.671 3.038 -1.543
H 1.097 2.605 -3.884
H 2.308 2.483 -2.602
H 1.191 4.954 -3.858
H 2.666 4.734 -2.901
H 1.085 6.063 -1.690
H 0.951 4.916 0.350
H 2.433 4.413 -0.505
H 0.023 2.749 0.130
H 1.649 2.233 -0.352
C 6.750 4.392 -0.123
C 5.243 4.616 -0.248
N 4.501 3.365 -0.414
C 4.217 2.475 0.580
S 3.752 0.913 0.161
N 4.261 2.972 1.840
C 3.789 2.264 3.028
C 2.366 2.653 3.397
H 7.275 5.341 0.044
H 7.131 3.947 -1.047
H 6.977 3.718 0.705
H 5.036 5.203 -1.143
H 4.856 5.171 0.609
H 4.611 2.930 -1.329
H 4.524 3.936 1.961
H 4.476 2.473 3.848
H 3.832 1.204 2.802
H 2.268 3.739 3.512
H 2.073 2.181 4.341
H 1.677 2.312 2.619
```

frontier orbital gap (alpha / beta) = 5.97 / 5.30 eV
calculated total energy = -14608.40754 Eh
2S+1 = 3
energy relative to the best compared isomer or geometry (same formula, charge and spin) = 91.3 kJ/mol
lowest unoccupied orbital energy (alpha / beta) = -0.82 / -1.57 eV
charge = 0
expectation value of S² = 2.0703

***

Record 4
Molecular formula: C39H66BI2MoN6S3Si
Method: DFT, the ωB97M-V functional and the def2-TZVPD basis

The geometry in XYZ format:
```
119
C39H66BI2MoN6S3Si, DFT the ωB97M-V functional and the def2-TZVPD basis
Mo -0.472 -0.341 -0.273
C -1.410 1.184 4.662
C -1.464 -0.196 4.099
C -2.061 -1.252 4.755
C -2.117 -2.524 4.159
N -1.504 -2.739 3.010
N -0.924 -1.742 2.378
B -0.243 -2.095 0.990
N 1.242 -2.455 1.311
N 1.457 -3.416 2.193
C 2.676 -3.638 2.638
C 3.720 -2.758 2.285
C 3.519 -1.782 1.340
C 4.593 -0.824 0.942
C 2.223 -1.703 0.793
S 1.867 -0.668 -0.570
C 2.892 -4.859 3.507
C 2.734 -6.079 2.580
C 4.288 -4.895 4.130
C 1.826 -4.913 4.609
N -1.095 -3.278 0.450
N -0.667 -4.519 0.506
C -1.474 -5.502 0.151
C -2.802 -5.229 -0.224
C -3.251 -3.931 -0.323
C -4.641 -3.597 -0.749
C -2.318 -2.931 0.010
S -2.695 -1.233 -0.145
C -0.929 -6.919 0.242
C -1.804 -7.912 -0.530
C 0.499 -6.986 -0.323
C -0.926 -7.283 1.739
C -0.934 -0.487 2.829
S -0.356 0.775 1.763
C -2.881 -3.703 4.728
C -4.012 -4.023 3.731
C -3.482 -3.392 6.097
C -1.930 -4.906 4.833
H -1.804 1.207 5.675
H -1.992 1.874 4.048
H -0.383 1.554 4.680
H -2.507 -1.084 5.726
H 4.682 -2.845 2.770
H 5.479 -0.962 1.558
H 4.247 0.204 1.051
H 4.876 -0.972 -0.101
H 3.448 -6.043 1.754
H 1.725 -6.124 2.176
H 2.924 -6.989 3.148
H 5.067 -4.963 3.369
H 4.367 -5.784 4.754
H 4.475 -4.029 4.769
H 0.823 -4.891 4.183
H 1.939 -4.074 5.298
H 1.942 -5.834 5.179
H -3.477 -6.042 -0.454
H -5.085 -4.420 -1.305
H -4.671 -2.694 -1.357
H -5.261 -3.413 0.132
H -1.976 -7.578 -1.556
H -2.764 -8.081 -0.043
H -1.291 -8.872 -0.578
H 0.478 -6.987 -1.418
H 0.982 -7.912 -0.016
H 1.105 -6.146 0.010
H -1.947 -7.329 2.124
H -0.372 -6.542 2.316
H -0.465 -8.260 1.882
H -4.656 -3.155 3.578
H -4.626 -4.831 4.130
H -3.599 -4.334 2.770
H -4.226 -2.595 6.043
H -2.714 -3.122 6.825
H -3.988 -4.280 6.472
H -1.483 -5.130 3.864
H -2.481 -5.782 5.178
H -1.134 -4.704 5.551
I -0.791 -1.519 -3.231
I 0.145 -4.017 -3.217
C 3.584 3.556 -0.674
C 3.648 3.487 -2.210
C 3.938 4.900 -2.764
C 4.796 2.540 -2.605
Si 2.021 2.912 -3.022
C 0.301 3.222 -2.197
C 0.425 3.749 -0.760
C -0.593 1.960 -2.139
C -0.429 4.281 -3.048
C 2.154 2.119 -4.757
C 0.782 1.934 -5.429
C 3.000 3.019 -5.679
C 2.845 0.741 -4.620
H 4.600 3.688 -0.296
H 3.175 2.645 -0.236
H 3.000 4.407 -0.329
H 4.815 5.299 -2.252
H 3.110 5.593 -2.592
H 4.154 4.890 -3.833
H 5.715 2.911 -2.146
H 4.965 2.507 -3.680
H 4.615 1.525 -2.249
H 0.906 3.028 -0.096
H -0.579 3.946 -0.376
H 0.971 4.689 -0.716
H -0.125 1.121 -1.552
H -0.871 1.583 -3.122
H -1.510 2.233 -1.612
H 0.112 5.229 -3.047
H -1.413 4.464 -2.612
H -0.574 3.966 -4.081
H 0.232 2.871 -5.518
H 0.162 1.199 -4.918
H 0.949 1.565 -6.442
H 2.497 3.962 -5.899
H 3.141 2.493 -6.626
H 3.989 3.239 -5.279
H 2.530 0.181 -3.737
H 3.928 0.835 -4.586
H 2.595 0.143 -5.499
```

frontier orbital gap (alpha / beta) = 6.50 / 6.88 eV
calculated total energy = -4025.91248 Eh
2S+1 = 3
energy relative to the best compared isomer or geometry (same formula, charge and spin) = 99.6 kJ/mol
lowest unoccupied orbital energy (alpha / beta) = -9.22 / -9.08 eV
charge = +3
expectation value of S² = 2.0260

***

> Number 4 is which compound?

C39H66BI2MoN6S3Si